[1]
DFT (ωB97M-V/def2-TZVPD) results for a 9-piece molecular cluster, C26H54N6O14 overall in a non-equilibrium geometry.

**E_HOMO**: -0.00590 Ha
**Max |F|**: 0.0542 hartree/bohr
**Net charge**: -2
**ΔE to the lowest compared entry with this formula, charge and spin**: 35.3 kJ/mol
**LUMO energy**: 4.04 eV

```
100
Properties=species:S:1:pos:R:3:forces:R:3
O -0.46957 0.90231 0.33678 1.245 0.630 -0.015
C 0.50726 0.46103 -0.53954 -2.173 -0.981 1.446
C 0.40799 0.72646 -2.10814 -0.684 -0.325 0.460
O -0.74786 0.47428 -2.80534 1.070 -0.168 0.466
H 0.47746 -0.64739 -0.34831 0.326 -0.767 -0.945
H 1.53445 0.66544 -0.13764 0.557 0.681 -0.684
H 1.25832 0.09534 -2.47192 0.533 -0.051 -0.188
H 0.75237 1.78521 -2.20376 0.120 0.469 -0.123
C 4.06938 2.28703 -1.86327 -0.069 -1.218 0.199
C 4.39196 1.71297 -3.26605 0.128 0.668 1.117
O 5.79880 1.48499 -3.18586 0.676 0.104 0.081
C 6.26913 1.72775 -1.93107 0.681 0.027 -0.911
O 7.40616 1.55223 -1.59983 -0.057 -0.153 -0.113
O 5.33992 2.24357 -1.15785 -1.051 0.137 0.220
H 3.39249 1.55710 -1.41990 -0.218 0.511 0.524
H 3.68819 3.29702 -1.77659 -0.092 0.011 -0.299
H 4.13988 2.46475 -4.01079 0.188 -0.433 -0.448
H 3.93915 0.73406 -3.39850 -0.418 0.271 -0.313
C -0.81510 2.99719 -4.78581 -0.174 -2.396 -0.144
C 0.50043 2.30673 -5.21752 -0.636 0.991 1.538
O 0.61696 2.69699 -6.58307 0.851 -0.440 0.024
C -0.26088 3.64925 -6.88693 -1.186 -0.699 -0.336
O -0.28064 4.18121 -7.96149 -0.089 0.481 0.258
O -1.20784 3.77573 -5.92166 1.115 1.103 -0.353
H -0.74619 3.49305 -3.82316 -0.194 0.480 -0.270
H -1.51235 2.16072 -4.72708 -0.347 0.403 0.581
H 0.38081 1.24835 -4.98070 0.266 -0.115 -0.596
H 1.32680 2.71292 -4.63051 0.256 -0.112 -0.300
C 2.79042 1.63510 3.05345 0.152 1.140 0.947
C 2.55137 0.20691 3.37472 0.520 -1.792 0.026
O 3.21217 -0.39860 4.23231 -0.064 0.270 -0.052
N 1.62809 -0.41629 2.64395 -1.471 0.670 -1.454
C 1.25180 -1.82375 2.62844 0.452 1.260 1.169
H 1.86001 2.14692 2.80714 0.117 0.039 -0.291
H 3.57246 1.84388 2.32393 -0.247 -0.452 -0.407
H 3.20505 2.05283 3.97604 -0.230 0.155 0.002
H 1.11372 0.08555 1.90963 -0.015 0.564 0.171
H 0.76493 -2.05030 3.58165 0.351 -0.431 0.106
H 2.19841 -2.34610 2.48930 -0.493 -0.835 -0.127
H 0.46820 -1.90786 1.88068 0.435 -0.283 -0.398
C -1.60171 3.43909 2.40048 0.046 -0.021 -0.536
C -2.71161 3.91199 1.45767 1.140 -0.839 1.490
O -3.07012 3.20725 0.56484 -0.664 0.368 -0.989
N -3.21893 5.15487 1.72939 -1.131 0.544 -0.861
C -4.14960 5.79672 0.82218 -0.232 0.886 0.084
H -1.84114 3.52831 3.46221 -0.128 -0.008 0.000
H -0.68610 4.00006 2.19578 -0.052 0.136 0.058
H -1.38951 2.41522 2.08729 0.024 -0.080 0.124
H -3.05348 5.65749 2.57897 0.444 -0.303 0.156
H -4.36578 5.25653 -0.09426 0.563 -0.458 0.139
H -3.73090 6.77254 0.55497 -0.113 0.025 -0.229
H -5.13704 6.00146 1.25147 0.069 -0.155 0.334
C 3.67136 -1.24820 0.12902 -1.516 -0.594 -0.809
C 4.68580 -2.24971 -0.37608 0.149 2.117 1.168
O 4.61522 -2.76964 -1.46751 0.220 -0.620 -0.013
N 5.70563 -2.40096 0.51034 1.081 -1.216 -0.708
C 6.85456 -3.23272 0.15869 -0.252 0.455 -0.353
H 3.54348 -0.40917 -0.55415 0.154 -0.136 -0.144
H 3.65580 -0.84916 1.13967 0.760 -0.284 0.146
H 2.73171 -1.80615 0.03104 -0.193 0.364 -0.013
H 5.80894 -1.75982 1.27230 -0.261 0.119 0.049
H 7.49150 -3.31494 1.03547 -0.035 -0.424 -0.009
H 7.45540 -2.82415 -0.65984 -0.048 0.391 0.093
H 6.49842 -4.17431 -0.25680 0.028 -0.246 0.509
C -3.66108 -4.12531 -2.44776 -0.012 0.467 0.571
C -3.15352 -2.69738 -2.42063 1.314 0.594 -0.169
O -3.91024 -1.75194 -2.45843 -0.709 -0.258 -0.386
N -1.80623 -2.49796 -2.33912 0.444 0.484 -0.326
C -0.75526 -3.45609 -2.15437 -0.557 -1.251 0.245
H -3.97453 -4.26926 -1.40893 -0.150 -0.474 -0.103
H -2.91908 -4.86746 -2.73305 -0.039 -0.039 -0.026
H -4.53210 -4.12953 -3.09729 -0.024 -0.188 0.035
H -1.47254 -1.53588 -2.49892 -0.299 0.528 0.296
H -1.04768 -4.21171 -1.41003 -0.046 0.024 0.017
H 0.16521 -3.02593 -1.76249 -0.107 0.486 -0.233
H -0.52189 -4.04322 -3.05233 0.179 0.184 -0.140
C -5.63113 0.44573 3.67075 -0.307 0.670 1.384
C -4.30779 0.44809 2.95247 -0.455 0.952 -1.779
O -4.22076 0.77627 1.78317 -0.097 -0.480 0.759
N -3.27184 0.12738 3.74242 1.239 -0.250 0.180
C -1.86891 -0.13871 3.34976 -0.634 -0.284 0.906
H -6.29596 1.23539 3.32469 -0.012 -0.341 -0.623
H -5.45994 0.75184 4.71266 0.012 -0.302 0.109
H -6.11956 -0.52703 3.70943 -0.019 0.004 -0.298
H -3.45287 0.06692 4.72662 -0.061 -0.155 0.034
H -1.72634 -1.19789 3.58647 0.368 -0.101 -0.392
H -1.25431 0.40483 4.07015 0.270 0.169 -0.317
H -1.58083 0.08496 2.31439 -0.403 0.193 -0.075
C -3.99733 -3.07595 2.07516 0.587 -0.586 0.117
C -2.87402 -2.58864 1.15365 -1.559 1.082 0.471
O -3.07328 -1.65346 0.41587 0.244 -0.387 0.061
N -1.70096 -3.25461 1.19348 0.384 -0.191 0.083
C -1.22837 -4.41477 1.90446 1.227 -0.045 -0.128
H -3.68913 -3.23837 3.11295 0.220 -0.089 -0.091
H -4.29003 -4.04370 1.65449 -0.386 0.019 0.240
H -4.82606 -2.37663 2.10123 0.055 0.070 -0.433
H -1.01797 -2.91350 0.52863 -0.252 0.262 -0.079
H -1.83415 -5.05046 2.54736 -0.989 0.435 -0.510
H -0.42264 -4.11785 2.58869 0.188 -0.048 -0.185
H -0.80292 -5.01533 1.09553 0.202 -0.581 0.530
```
Positions in Å, forces in eV/Å.

***

[2]
DFT (ωB97M-V/def2-TZVPD) results for C26H54O2OsP4 as an isolated structure in a non-equilibrium geometry.

**E_HOMO (alpha / beta)**: -0.69991 / -0.75951 Ha
**Max |F|**: 0.1319 hartree/bohr
**Net charge**: +4
**Spin multiplicity**: 5
**ΔE to the lowest compared entry with this formula, charge and spin**: 0.0 kJ/mol
**LUMO energy (alpha / beta)**: -11.94 / -16.18 eV

```
87
Properties=species:S:1:pos:R:3:forces:R:3
P 0.04290 1.44509 2.23730 -0.317 0.324 1.448
C 0.66048 1.31987 3.97829 0.039 -0.583 -0.357
H 0.33770 2.21624 4.52187 -0.068 -0.195 -0.209
H 1.75290 1.27152 4.00463 -0.327 -0.042 0.097
H 0.22228 0.43627 4.45374 0.233 0.180 -0.019
C 0.34929 3.23721 2.01487 -0.052 0.123 -0.587
H -0.50662 3.72047 1.53568 0.280 0.001 0.176
H 1.24869 3.40464 1.41258 -0.210 0.053 0.086
H 0.51074 3.69232 3.00142 -0.127 -0.163 -0.310
C -1.73859 1.18949 2.54381 0.014 0.264 -0.224
H -2.09678 1.92329 3.27630 0.042 -0.157 -0.088
H -1.90580 0.17893 2.93355 0.033 0.253 -0.008
H -2.29819 1.30621 1.61258 0.010 -0.146 0.263
P -2.03008 -1.89551 -0.65248 -3.295 -3.093 -1.348
C -1.90662 -3.67535 -0.20675 1.454 0.366 0.871
H -2.72006 -4.22866 -0.68813 0.007 0.325 -0.089
H -1.96889 -3.77999 0.87990 -0.066 -0.176 -0.145
H -0.94186 -4.06421 -0.54516 -0.178 -0.181 0.046
C -3.75945 -1.65006 -0.08386 0.480 1.372 0.696
H -4.20120 -0.75709 -0.53409 -0.099 -0.298 0.092
H -3.71704 -1.50877 1.00389 -0.306 -0.104 -0.135
H -4.35917 -2.53854 -0.31270 0.292 0.034 -0.104
C -2.20433 -2.12492 -2.46720 1.164 1.096 -0.263
H -3.08022 -2.74391 -2.68886 -0.004 0.044 0.343
H -1.29680 -2.61759 -2.83547 -0.245 0.015 -0.041
H -2.29700 -1.15751 -2.96865 -0.035 -0.347 -0.149
P 2.18267 0.77873 -1.27578 1.134 0.191 -0.809
C 3.78334 0.03164 -1.81680 0.110 -0.029 0.223
H 4.09296 0.53064 -2.75071 -0.139 -0.046 0.408
H 3.62047 -1.03260 -2.05284 0.114 0.430 0.013
H 4.59042 0.12605 -1.07651 -0.314 -0.056 -0.412
C 1.32320 0.51175 -2.87572 -0.283 -0.009 0.122
H 2.06885 0.47379 -3.67815 -0.192 0.147 0.135
H 0.62407 1.32206 -3.06885 0.167 -0.109 -0.112
H 0.77917 -0.43602 -2.88094 0.078 0.182 -0.096
C 2.50926 2.56794 -1.18649 -0.069 0.147 -0.077
H 2.95495 2.89588 -2.13696 -0.092 -0.081 0.220
H 3.20570 2.80022 -0.37173 -0.228 -0.061 -0.312
H 1.56778 3.11065 -1.02459 0.310 -0.116 0.004
Os 0.92164 -0.25443 0.61808 1.024 1.094 0.284
C -0.11534 -1.38695 1.71362 -2.504 -2.923 4.447
O -0.71299 -2.08171 2.45794 2.032 2.428 -3.259
C 0.92099 -1.61211 -0.68528 0.035 -4.465 -5.106
O 1.05669 -2.45926 -1.50723 -0.652 3.416 3.605
C -1.76692 1.76733 -2.66083 -1.168 -1.145 -0.665
C -1.00014 2.83617 -2.18698 0.879 1.907 1.458
C -1.26843 3.39830 -0.93872 0.580 0.106 -0.866
C -2.34275 2.91763 -0.18584 0.890 1.245 0.555
C -3.06131 1.79531 -0.61784 -1.003 -1.685 -1.551
C -2.80467 1.25425 -1.87935 -0.802 -0.272 0.883
H -1.56693 1.32498 -3.64113 -0.059 0.234 0.239
H -0.18830 3.24137 -2.79129 -0.293 0.016 0.052
H -0.65829 4.22507 -0.56886 -0.350 -0.138 -0.255
H -2.61787 3.40521 0.75328 -0.011 -0.044 -0.333
H -3.83603 1.36062 0.02407 0.172 0.319 -0.332
H -3.42220 0.42905 -2.25359 0.264 0.526 0.134
C 3.47230 1.49973 1.92519 -0.081 0.509 0.125
C 4.12427 0.13755 1.75431 -0.477 -0.215 -0.027
C 5.24726 -0.06045 2.76765 0.309 -0.004 0.054
P 2.83437 -1.23827 1.68118 2.500 -0.939 1.025
C 3.63011 -2.47370 0.49360 -0.565 0.151 -0.676
C 5.15509 -2.56750 0.51359 0.384 -0.033 0.002
C 3.01036 -3.87764 0.58330 0.033 -0.029 -0.161
C 2.74898 -2.31621 3.22948 -0.882 0.108 0.185
C 4.09474 -2.78301 3.78860 0.529 -0.100 -0.056
C 1.91066 -1.75182 4.37969 -0.122 0.182 0.071
H 3.41665 1.80568 2.97674 0.033 -0.069 -0.236
H 2.44066 1.50830 1.50731 0.506 0.157 0.144
H 4.04642 2.26801 1.39136 -0.061 -0.117 0.289
H 4.54465 0.11083 0.73935 -0.109 -0.179 0.378
H 4.86792 -0.01597 3.80007 0.187 0.084 -0.387
H 5.78067 -1.00673 2.61762 -0.133 0.358 0.125
H 5.97420 0.75437 2.62950 -0.181 -0.199 0.116
H 3.36116 -2.05187 -0.48868 0.163 -0.290 0.379
H 5.52904 -3.08479 1.40091 -0.012 0.182 -0.273
H 5.46676 -3.17256 -0.34871 -0.142 0.104 0.138
H 5.66834 -1.60671 0.41976 -0.072 -0.166 0.032
H 3.45752 -4.46701 1.39492 -0.179 0.172 -0.212
H 3.21332 -4.39778 -0.36318 -0.006 0.043 0.299
H 1.92227 -3.86509 0.71475 0.081 -0.057 0.047
H 2.20122 -3.19265 2.84240 0.203 0.218 0.023
H 4.62708 -1.95116 4.26691 -0.185 -0.496 -0.084
H 3.90978 -3.54472 4.56340 -0.077 0.267 -0.311
H 4.75088 -3.24473 3.03992 -0.260 0.187 0.393
H 0.85099 -1.67466 4.12050 0.242 0.071 0.144
H 1.97185 -2.43902 5.23482 0.027 0.203 -0.230
H 2.27448 -0.77232 4.71076 0.002 -0.278 0.045
```
Positions in Å, forces in eV/Å.